No. 1
Density functional theory data (the ωB97M-V functional and the def2-TZVPD basis) for a structure of composition C22H44NO4PtS3Si.

Calculated values
* molar mass: 705.962 g mol⁻¹
* frontier orbital gap: 5.64 eV
* total charge: +1
* 2S+1: 1
* HOMO: -11.0 eV

Element x y z (Å)
Pt: 1.197 -1.064 -0.138
C: 5.126 -3.337 0.022
C: 3.882 -2.563 0.324
S: 2.915 -2.112 -0.919
C: 3.537 -2.183 1.664
C: 4.430 -2.547 2.802
S: 2.167 -1.317 1.940
H: 5.205 -3.546 -1.042
H: 5.130 -4.284 0.564
H: 6.008 -2.774 0.333
H: 5.435 -2.155 2.636
H: 4.513 -3.633 2.875
H: 4.046 -2.160 3.742
O: -0.653 -2.562 0.164
C: -1.694 -2.529 0.834
C: -1.720 -2.651 2.331
C: -2.169 -4.065 2.754
C: -3.284 -4.657 1.892
C: -4.485 -3.734 1.688
C: -4.168 -2.431 0.920
N: -2.885 -2.443 0.229
H: -2.400 -1.901 2.744
H: -0.721 -2.445 2.717
H: -2.487 -4.018 3.797
H: -1.306 -4.731 2.716
H: -3.628 -5.583 2.354
H: -2.878 -4.942 0.918
H: -4.906 -3.466 2.660
H: -5.261 -4.286 1.158
H: -4.189 -1.572 1.595
H: -4.924 -2.241 0.161
H: -2.855 -2.410 -0.780
C: -0.172 0.975 2.657
C: -0.724 1.515 1.352
C: -0.583 3.030 1.308
C: -2.160 1.068 1.139
O: 0.098 0.929 0.282
Si: 0.198 1.433 -1.328
S: 0.495 -0.461 -2.258
O: 1.361 2.521 -1.549
C: 2.777 2.675 -1.374
C: 3.492 1.817 -2.407
C: 3.167 2.269 0.041
C: 3.060 4.152 -1.605
O: -1.194 2.128 -1.740
C: -1.873 2.353 -2.993
C: -2.747 3.579 -2.775
C: -0.846 2.605 -4.087
C: -2.718 1.127 -3.298
H: -0.754 1.366 3.492
H: 0.868 1.276 2.794
H: -0.239 -0.115 2.684
H: -1.237 3.471 2.061
H: -0.872 3.429 0.340
H: 0.442 3.329 1.526
H: -2.776 1.396 1.976
H: -2.209 -0.021 1.076
H: -2.561 1.487 0.217
H: 3.267 0.762 -2.255
H: 4.571 1.962 -2.335
H: 3.171 2.092 -3.411
H: 2.919 1.221 0.222
H: 2.647 2.886 0.774
H: 4.240 2.400 0.183
H: 2.730 4.445 -2.601
H: 4.127 4.355 -1.518
H: 2.529 4.759 -0.871
H: -2.132 4.445 -2.535
H: -3.442 3.405 -1.953
H: -3.322 3.799 -3.674
H: -0.206 3.446 -3.820
H: -1.347 2.833 -5.028
H: -0.220 1.724 -4.242
H: -3.426 0.947 -2.487
H: -2.091 0.243 -3.418
H: -3.282 1.281 -4.219

Atom charges from the Mulliken analysis, given in e for atoms 1 to 4: number 1, Pt, carries 2.3648; number 2, C, carries -1.4944; number 3, C, carries 0.5826; number 4, S, carries -0.2656

No. 2
Density functional theory data (the ωB97M-V functional and the def2-TZVPD basis) for a cluster of 3 separate species, C20H40O12P2 in total.

Calculated values
* molar mass: 534.476 g mol⁻¹
* structure (SMILES): CCOCCC1=CC(=O)OC1=O.CCOP(=O)(OCC)OCC.CCOP(=O)(OCC)OCC
* frontier orbital gap: 9.01 eV
* 2S+1: 1
* HOMO: -9.7 eV

Element x y z (Å)
C: 1.231 -2.554 3.093
C: 0.431 -1.894 1.948
O: -0.174 -0.667 2.303
C: -1.294 -0.809 3.131
C: -2.653 -0.822 2.358
C: -3.236 -2.200 2.367
C: -3.964 -2.746 3.335
C: -4.267 -4.141 2.913
O: -4.798 -4.992 3.557
O: -3.789 -4.329 1.638
C: -3.051 -3.208 1.281
O: -2.400 -3.169 0.290
H: 2.286 -2.651 2.856
H: 0.839 -3.557 3.273
H: 1.071 -2.012 4.026
H: -0.269 -2.633 1.550
H: 1.145 -1.669 1.156
H: -1.334 -0.006 3.869
H: -1.231 -1.734 3.716
H: -2.500 -0.488 1.334
H: -3.325 -0.148 2.886
H: -4.288 -2.295 4.258
C: -2.480 3.770 -2.400
C: -1.438 3.543 -1.321
O: -1.472 4.549 -0.298
P: -2.656 4.545 0.771
O: -2.638 3.333 1.598
O: -2.105 5.744 1.705
C: -1.893 5.562 3.104
C: -0.447 5.221 3.399
O: -3.741 5.428 0.013
C: -5.134 5.317 0.392
C: -5.385 5.810 1.802
H: -3.490 3.629 -2.012
H: -2.333 3.068 -3.222
H: -2.418 4.788 -2.784
H: -1.557 2.556 -0.867
H: -0.439 3.589 -1.752
H: -2.563 4.799 3.503
H: -2.160 6.506 3.583
H: -0.109 4.384 2.789
H: -0.317 4.964 4.451
H: 0.197 6.071 3.169
H: -5.459 4.280 0.281
H: -5.690 5.916 -0.326
H: -4.915 5.156 2.541
H: -6.455 5.834 2.007
H: -4.972 6.809 1.939
C: 1.491 -4.941 -3.514
C: 2.313 -4.911 -2.235
O: 3.638 -4.431 -2.434
P: 3.892 -2.818 -2.695
O: 3.585 -2.393 -1.297
O: 5.512 -2.791 -2.721
C: 6.256 -1.939 -1.845
C: 6.702 -2.689 -0.608
O: 3.814 -3.167 -4.293
C: 3.552 -2.124 -5.262
C: 4.665 -1.097 -5.325
H: 1.284 -3.932 -3.878
H: 0.536 -5.439 -3.340
H: 2.030 -5.466 -4.302
H: 1.812 -4.305 -1.473
H: 2.415 -5.922 -1.840
H: 5.679 -1.053 -1.579
H: 7.126 -1.599 -2.409
H: 5.861 -3.190 -0.129
H: 7.161 -2.009 0.111
H: 7.430 -3.457 -0.872
H: 2.598 -1.645 -5.030
H: 3.442 -2.626 -6.221
H: 4.721 -0.512 -4.403
H: 4.495 -0.406 -6.150
H: 5.629 -1.585 -5.461

Atom charges from the Mulliken analysis, given in e for atoms 1 to 4: number 1, C, carries -1.2055; number 2, C, carries 0.3516; number 3, O, carries -0.4106; number 4, C, carries -0.7194

No. 3
Density functional theory data (the ωB97M-V functional and the def2-TZVPD basis) for a cluster of 2 separate species, C5H7NO in total.

Calculated values
* molar mass: 97.117 g mol⁻¹
* structure (SMILES): CC1=CC(=O)N=C1.[H][H]
* frontier orbital gap: 9.22 eV
* 2S+1: 1
* HOMO: -10.1 eV

Element x y z (Å)
C: 0.795 -1.499 1.076
C: 0.113 -0.343 0.425
C: 0.511 0.921 0.266
C: -0.684 1.669 -0.260
O: -0.863 2.853 -0.269
N: -1.699 0.695 -0.643
C: -1.246 -0.411 -0.194
H: 0.153 -2.384 1.088
H: 1.042 -1.249 2.112
H: 1.726 -1.757 0.565
H: 1.459 1.385 0.504
H: -1.801 -1.341 -0.308
H: -0.103 0.698 -2.305
H: 0.595 0.764 -2.056

Atom charges from the natural (NBO) analysis, given in e for atoms 1 to 4: number 1, C, carries -0.6525; number 2, C, carries -0.0303; number 3, C, carries -0.2921; number 4, C, carries 0.6443

No. 4
Density functional theory data (the ωB97M-V functional and the def2-TZVPD basis) for a cluster of 4 separate species, C34H72Cl2N4O6S in total.

Calculated values
* molar mass: 735.945 g mol⁻¹
* structure (SMILES): CCCCCCC[C@@]1(Cl)NC(=O)[C@@](S)(CCCCCC)[C@]1(CC(=O)Cl)C[C@H](C)O.COC[C@@H](C)N.COC[C@@H](C)N.COC[C@@H](C)N
* frontier orbital gap: 9.11 eV
* 2S+1: 1
* HOMO: -8.9 eV

Element x y z (Å)
C: -0.734 -4.674 -0.071
C: 0.315 -4.627 -1.182
C: -0.018 -3.533 -2.205
C: 1.239 -3.000 -2.894
C: 0.959 -2.039 -4.063
C: 1.016 -0.522 -3.732
C: 0.646 -0.217 -2.292
C: 0.413 1.252 -1.928
Cl: 1.613 2.311 -2.864
N: -0.879 1.677 -2.493
C: -1.265 2.795 -1.742
O: -1.670 3.873 -2.123
C: -1.070 2.284 -0.329
S: -1.367 3.494 0.998
C: -2.239 1.224 -0.196
C: -3.588 1.716 -0.669
C: -4.688 0.709 -0.234
C: -5.623 0.298 -1.365
C: -4.898 -0.389 -2.534
C: -5.170 -1.880 -2.635
C: 0.398 1.619 -0.399
C: 0.269 0.463 0.631
C: 1.572 -0.043 1.221
O: 2.181 0.526 2.096
Cl: 2.163 -1.631 0.642
C: 1.377 2.715 0.067
C: 2.903 2.630 -0.215
C: 3.499 1.285 -0.657
O: 3.608 3.100 0.932
H: -0.820 -3.668 0.335
H: -0.432 -5.344 0.731
H: -1.693 -5.005 -0.458
H: 1.309 -4.450 -0.776
H: 0.340 -5.586 -1.696
H: -0.626 -3.976 -2.992
H: -0.584 -2.736 -1.727
H: 1.937 -2.588 -2.171
H: 1.731 -3.880 -3.313
H: 1.725 -2.225 -4.811
H: 0.004 -2.300 -4.512
H: 0.275 -0.041 -4.368
H: 2.003 -0.167 -3.996
H: -0.311 -0.702 -2.106
H: 1.349 -0.658 -1.598
H: -0.838 1.834 -3.489
H: -1.951 4.463 0.278
H: -1.986 0.275 -0.659
H: -2.345 1.028 0.871
H: -3.836 2.676 -0.228
H: -3.641 1.784 -1.752
H: -5.242 1.094 0.618
H: -4.201 -0.204 0.117
H: -6.326 -0.426 -0.950
H: -6.221 1.144 -1.697
H: -5.210 0.083 -3.465
H: -3.824 -0.211 -2.477
H: -4.685 -2.268 -3.531
H: -4.744 -2.433 -1.801
H: -6.230 -2.091 -2.735
H: -0.266 0.851 1.490
H: -0.244 -0.392 0.211
H: 1.020 3.649 -0.354
H: 1.273 2.776 1.145
H: 3.140 3.367 -0.970
H: 2.783 0.507 -0.886
H: 4.101 1.425 -1.549
H: 4.167 0.914 0.115
H: 3.284 2.638 1.707
C: 2.581 -7.113 2.262
O: 1.264 -7.598 2.080
C: 1.094 -8.477 0.983
C: 1.579 -9.915 1.217
C: 3.095 -10.084 1.192
N: 1.059 -10.480 2.466
H: 3.080 -6.935 1.305
H: 3.181 -7.794 2.870
H: 2.508 -6.167 2.799
H: 0.016 -8.508 0.806
H: 1.551 -8.046 0.080
H: 1.177 -10.510 0.392
H: 3.558 -9.772 2.127
H: 3.349 -11.134 1.049
H: 3.547 -9.513 0.378
H: 0.044 -10.497 2.431
H: 1.276 -9.829 3.215
C: 6.546 3.463 5.469
O: 6.112 2.512 4.517
C: 5.507 1.351 5.046
C: 4.046 1.513 5.488
C: 3.863 2.272 6.799
N: 3.222 2.144 4.452
H: 6.940 2.979 6.368
H: 5.745 4.153 5.743
H: 7.344 4.044 5.007
H: 5.528 0.625 4.229
H: 6.122 0.939 5.859
H: 3.660 0.501 5.644
H: 3.949 3.349 6.663
H: 2.869 2.082 7.203
H: 4.597 1.960 7.546
H: 3.236 1.562 3.617
H: 3.688 3.007 4.179
C: -3.922 8.137 -0.368
O: -3.660 6.807 -0.770
C: -4.588 6.253 -1.682
C: -4.419 6.683 -3.148
C: -4.895 8.101 -3.451
N: -3.037 6.531 -3.609
H: -4.996 8.321 -0.267
H: -3.489 8.860 -1.063
H: -3.449 8.283 0.603
H: -4.417 5.175 -1.634
H: -5.615 6.435 -1.333
H: -5.040 6.001 -3.736
H: -4.168 8.851 -3.142
H: -5.038 8.223 -4.525
H: -5.844 8.318 -2.957
H: -2.771 5.555 -3.512
H: -2.436 7.015 -2.948

Atom charges from the Mulliken analysis, given in e for atoms 1 to 4: number 1, C, carries -1.2076; number 2, C, carries -0.4853; number 3, C, carries 0.0990; number 4, C, carries -0.7015

No. 5
Density functional theory data (the ωB97M-V functional and the def2-TZVPD basis) for a cluster of 2 separate species, C6H16Cl4FN4O4S2 in total.

Calculated values
* molar mass: 433.162 g mol⁻¹
* frontier orbital gap: 7.19 eV
* total charge: -1
* 2S+1: 1
* HOMO: -4.6 eV

Element x y z (Å)
N: 3.666 -1.565 0.924
C: 2.195 -1.121 0.817
N: 1.973 -0.207 2.031
N: 2.034 -0.417 -0.513
C: 1.226 -2.424 1.038
S: -0.217 -2.555 -0.150
O: 0.347 -3.099 -1.520
O: -1.170 -3.673 0.376
N: -1.009 -1.044 -0.522
S: -1.811 -0.351 0.866
O: -0.947 0.778 1.552
O: -3.071 0.414 0.301
F: -2.391 -1.489 2.012
H: 3.756 -2.414 1.525
H: 4.092 -1.689 -0.020
H: 2.684 0.586 2.023
H: 2.166 -0.840 2.865
H: 1.329 0.357 -0.320
H: 2.951 0.088 -0.697
H: 0.844 -2.453 2.168
H: 1.911 -3.388 0.868
Cl: -2.705 1.755 1.784
C: -3.634 3.176 2.324
C: -4.672 2.818 3.375
Cl: -5.999 1.837 2.703
H: -4.094 3.636 1.443
H: -2.913 3.886 2.740
H: -5.125 3.729 3.776
H: -4.228 2.263 4.207
Cl: 1.798 1.976 -6.165
C: 1.934 0.355 -5.439
C: 1.208 0.261 -4.106
Cl: 2.008 1.220 -2.836
H: 2.997 0.116 -5.337
H: 1.494 -0.349 -6.152
H: 1.200 -0.777 -3.760
H: 0.171 0.602 -4.186

Atom charges from the natural (NBO) analysis, given in e for atoms 1 to 4: number 1, N, carries -0.8979; number 2, C, carries 0.4244; number 3, N, carries -0.8440; number 4, N, carries -0.8569

No. 6
Density functional theory data (the ωB97M-V functional and the def2-TZVPD basis) for a cluster of 4 separate species, C3H14NO4 in total.

Calculated values
* expectation value of S²: 0.75
* molar mass: 128.148 g mol⁻¹
* frontier orbital gap (spin up / spin down): 2.41 / 6.88 eV
* 2S+1: 2
* HOMO (spin up / spin down): -2.7 / -7.1 eV

Element x y z (Å)
O: 1.478 -0.674 -0.964
C: 1.952 -0.060 -0.102
C: 0.842 0.922 0.599
C: 1.069 2.290 0.020
N: -0.499 0.408 0.182
H: 3.003 0.029 0.216
H: 1.085 0.863 1.744
H: 0.640 3.194 0.719
H: 0.690 2.521 -1.058
H: 2.207 2.531 -0.080
H: -0.333 -0.689 0.010
H: -0.679 0.771 -0.675
H: -1.403 0.490 0.870
H: -2.002 -3.284 -0.279
H: -2.765 -1.843 -0.326
O: -1.966 -2.353 -0.640
H: 1.036 -2.076 3.073
H: -0.257 -1.027 2.950
O: 0.658 -1.285 2.744
H: -2.614 0.362 -2.193
H: -2.269 1.604 -2.807
O: -2.173 1.160 -1.957

Atom charges from the natural (NBO) analysis, given in e for atoms 1 to 4: number 1, O, carries -0.7454; number 2, C, carries 0.0511; number 3, C, carries -0.2075; number 4, C, carries -0.6713